17
Properties=species:S:1:pos:R:3:forces:R:3 method="wB97M-V/def2-TZVPD" spin_multiplicity=1 de_lowest_kcal_mol=59.9 homo_lumo_gap_ev=10.36 total_energy_ev=-8428.642
C 2.23385 0.50059 0.26648 -0.0414 -0.0919 0.1444
C 1.14084 -0.38375 -0.36952 -0.4727 0.4422 -0.7932
C -0.07742 -0.89995 0.39527 -0.6978 -0.2256 -0.7556
O -0.48175 0.03059 1.41170 -0.1064 0.0472 0.1240
C -1.73119 0.21815 0.77415 -0.3030 0.3940 0.1039
C -1.59793 0.70371 -0.65817 0.7996 0.5449 -0.1672
C -1.53657 -0.75748 -0.33160 1.1148 -0.3348 0.2037
H 3.08592 -0.03849 0.69173 -0.2652 -0.0974 0.0505
H 1.82451 1.16793 1.02978 -0.0114 -0.1515 -0.0782
H 2.63399 1.13308 -0.53987 -0.0207 -0.1705 0.2820
H 1.59747 -1.21939 -0.91679 -0.1745 0.2935 -0.1065
H 0.65086 0.34173 -1.06525 1.0402 -1.1362 -0.0773
H -0.02923 -1.92682 0.76327 0.3970 0.1506 0.2951
H -2.56288 0.39382 1.44841 -0.0737 0.1143 -0.3564
H -2.39113 1.23783 -1.17370 -0.3347 -0.6262 0.2805
H -0.60948 1.07735 -1.00235 -1.2137 0.3594 0.5739
H -2.14985 -1.57888 -0.72352 0.3636 0.4881 0.2764



17
Properties=species:S:1:pos:R:3:forces:R:3 method="wB97M-V/def2-TZVPD" spin_multiplicity=1 de_lowest_kcal_mol=28.8 smiles="C/C=C/C=C(/C)O" homo_lumo_gap_ev=9.30 total_energy_ev=-8429.990
C 2.31118 -1.91185 0.85889 -0.5368 -1.7520 0.8519
C 1.38013 -1.07396 0.07987 1.1569 0.5134 -2.6782
C 0.06909 -0.96848 -0.07081 -0.5998 -1.0864 1.2030
C -0.59594 0.07524 -0.83526 -0.5172 1.2055 0.2951
C -1.35589 0.97868 -0.19326 -0.8949 0.3072 0.4086
C -1.75933 2.28500 -0.75241 0.3575 0.9445 -1.0664
O -1.83007 0.89537 1.11399 1.2910 -0.7955 -0.8329
H 1.94785 -2.95579 0.87137 0.0428 0.2558 0.2131
H 3.30470 -1.98888 0.42549 -0.0027 0.3965 -0.0921
H 2.40915 -1.61681 1.90653 0.0043 0.1376 -0.0970
H 1.91816 -0.61371 -0.77091 -0.1597 0.6837 0.7274
H -0.60174 -1.61219 0.51218 0.1796 0.1510 0.2435
H -0.40294 0.34243 -1.86529 0.4624 -0.2806 -0.0135
H -2.82615 2.50305 -0.80471 -0.0582 -0.3109 0.2340
H -1.34737 2.41020 -1.75636 -0.1846 -0.2081 -0.0927
H -1.28548 3.10635 -0.20014 -0.1734 -0.2744 0.2917
H -1.33535 0.14536 1.48084 -0.3673 0.1127 0.4045



17
Properties=species:S:1:pos:R:3:forces:R:3 method="wB97M-V/def2-TZVPD" spin_multiplicity=1 de_lowest_kcal_mol=33.6 smiles="C/C=C/[C@@H]1C[C@@H]1O" homo_lumo_gap_ev=10.19 total_energy_ev=-8429.785
C 2.62731 0.07650 0.19746 0.3054 -0.1663 0.0277
C 1.18102 0.04054 -0.19951 0.0857 -0.2987 -0.5034
C 0.28121 -0.78726 0.33111 0.2335 -0.2542 -0.1748
C -1.16983 -0.84450 0.02891 0.1274 -0.1387 -0.0239
C -1.88802 0.22471 -0.77128 0.1349 0.0336 -0.0976
C -1.87942 0.30112 0.72418 -0.2290 -0.0712 0.0462
O -1.02111 1.21751 1.34124 -0.9789 0.3757 0.1186
H 3.21418 -0.42730 -0.58421 -0.0198 0.1381 0.1794
H 2.79300 -0.46579 1.13588 -0.0504 0.0911 -0.1774
H 3.05436 1.08286 0.31022 -0.3219 -0.1720 -0.0653
H 0.89139 0.63817 -1.07210 0.0860 -0.0953 0.2800
H 0.56230 -1.37654 1.20702 0.1028 -0.0403 -0.2368
H -1.59964 -1.84540 0.01444 -0.0122 0.2824 0.1849
H -2.80087 -0.09096 -1.27256 0.1927 0.0840 0.1334
H -1.31112 0.97205 -1.30767 -0.0562 -0.0862 0.0508
H -2.80845 0.12258 1.27061 0.4626 0.1469 -0.0493
H -0.15605 1.09186 0.91890 -0.0624 0.1712 0.3076



17
Properties=species:S:1:pos:R:3:forces:R:3 method="wB97M-V/def2-TZVPD" spin_multiplicity=1 de_lowest_kcal_mol=85.6 homo_lumo_gap_ev=8.88 total_energy_ev=-8427.530
C 1.07981 -0.61238 1.69480 -0.0335 0.0023 0.0645
C 1.33776 -0.74805 0.19892 0.1363 0.0421 0.0588
C 0.05034 -1.07678 -0.64017 -0.1072 -0.0618 -0.1681
C 0.11406 0.21248 -1.33960 -0.0667 -0.1152 0.3198
C -0.65157 1.27256 -0.59100 0.0866 0.0178 -0.0386
C -2.05616 1.27762 -1.16570 -0.2123 -0.2983 -0.1598
O -2.55919 0.33305 -1.72386 0.1786 0.4294 0.2255
H 0.69275 -1.54474 2.11721 0.0571 0.1076 -0.0680
H 0.34727 0.17360 1.90943 0.1248 -0.1398 -0.0149
H 2.00267 -0.35090 2.22254 -0.1137 -0.0570 -0.0681
H 2.08759 -1.51388 -0.01276 -0.1131 0.1043 -0.0005
H 0.21294 -1.94251 -1.28666 -0.0072 0.1559 0.1176
H -0.80262 -1.26092 0.03020 0.1305 0.1063 -0.0710
H 1.79621 0.18398 -0.18026 -0.0117 -0.0616 0.0489
H -0.22846 2.27706 -0.70910 -0.0905 -0.1247 -0.0447
H -0.80313 1.09887 0.49198 0.0047 -0.0167 -0.1661
H -2.62029 2.22094 -1.01596 0.0372 -0.0908 -0.0352